# 1
Molecular formula: C22H36N7O3PdS
Method: DFT, the ωB97M-V functional and the def2-TZVPD basis

Each line ends with the natural charge from an NBO analysis.
Positions of all 70 atoms, in Å:
H  -0.368  -3.064  1.819  0.240
H  2.992  -1.449  -4.054  0.228
C  -1.861  -5.274  -1.363  -0.217
N  1.387  1.377  1.642  -0.363
C  1.826  2.553  -4.283  -0.384
C  2.786  1.007  1.318  -0.438
C  2.269  0.215  -5.228  -0.412
C  1.150  2.812  1.386  -0.430
H  1.383  -2.720  1.770  0.213
C  -2.959  -0.473  -3.657  0.104
H  0.148  3.078  1.717  0.221
C  0.449  -2.537  2.298  -0.437
H  1.198  -0.022  -5.216  0.192
H  3.932  0.018  -3.867  0.220
H  2.131  -0.820  3.047  0.228
H  -1.487  0.240  2.484  0.212
C  2.485  1.717  -5.374  -0.407
O  -2.334  -3.482  0.950  -0.902
H  3.439  1.288  2.148  0.226
H  1.855  -0.910  -2.199  0.402
H  -0.935  2.027  -2.501  0.246
N  -2.685  -1.400  -2.766  -0.398
H  1.963  3.608  -4.514  0.250
N  -1.570  -1.812  -0.731  -0.632
Pd  0.117  -0.117  0.293  1.121
C  -4.182  -5.552  -2.964  -0.153
H  1.877  3.398  1.955  0.225
S  -2.819  -2.929  -0.268  2.254
H  2.132  3.148  -2.212  0.248
H  0.743  2.379  -4.279  0.180
C  1.135  -0.426  3.237  -0.251
O  -4.048  -2.220  -0.344  -0.867
C  -2.396  0.819  -3.586  -0.139
C  -1.443  1.073  -2.581  0.093
N  0.180  -1.081  2.315  -0.434
H  3.099  1.541  0.431  0.235
C  -4.011  -4.416  -2.230  -0.191
H  0.553  -2.907  3.321  0.226
H  -1.898  -1.471  2.221  0.240
H  3.488  2.282  -2.925  0.255
H  -2.710  -8.479  -3.498  0.441
H  2.118  2.043  -6.347  0.241
H  0.096  1.458  3.286  0.225
H  -1.267  -7.202  -2.055  0.256
H  2.888  -0.061  1.142  0.206
C  -1.825  -1.033  -1.773  0.483
C  2.395  2.322  -2.869  -0.513
H  -4.759  -3.634  -2.228  0.281
H  -1.339  -0.921  3.803  0.239
H  3.561  1.920  -5.370  0.217
H  -3.642  -0.737  -4.457  0.244
N  -3.377  -7.717  -3.547  -0.531
O  1.321  1.182  -1.079  -0.734
H  1.799  1.556  3.701  0.240
H  2.694  -0.295  -6.093  0.248
H  1.261  3.024  0.331  0.235
C  1.078  1.058  3.044  -0.258
H  -4.214  -7.881  -4.097  0.442
C  -3.191  -6.589  -2.892  0.242
N  2.164  -0.110  -2.733  -0.569
H  -2.672  1.591  -4.292  0.270
H  -1.007  -5.149  -0.710  0.265
N  -1.134  0.154  -1.702  -0.454
H  -5.062  -5.693  -3.579  0.259
C  1.920  1.073  -2.183  0.723
C  2.917  -0.367  -3.980  -0.227
C  -2.008  -6.414  -2.094  -0.142
H  0.878  -0.686  4.268  0.238
C  -2.866  -4.287  -1.424  -0.113
C  -1.219  -0.787  2.725  -0.463

Cartesian forces, eV/Å:
H 0.031 0.032 -0.056
H 0.006 -0.022 -0.007
C -0.129 0.173 0.040
N -0.117 -0.116 -0.268
C 0.014 -0.038 0.054
C 0.022 0.231 0.151
C -0.038 0.042 0.038
C -0.007 -0.140 0.137
H 0.025 -0.013 0.021
C 0.148 0.172 0.055
H -0.015 0.007 -0.008
C 0.039 0.069 0.042
H 0.013 -0.010 -0.041
H 0.026 -0.013 0.036
H 0.004 -0.012 -0.045
H -0.020 0.065 -0.010
C -0.002 -0.016 0.038
O 0.120 -0.114 0.125
H 0.012 0.024 -0.015
H 0.054 -0.007 -0.018
H -0.037 -0.003 -0.006
N 0.184 0.356 0.236
H 0.003 0.020 0.010
N -0.700 -0.268 0.078
Pd 0.222 0.780 0.157
C 0.064 -0.120 -0.016
H -0.019 0.047 -0.001
S 0.389 0.162 -0.235
H 0.018 0.041 -0.006
H 0.010 0.007 -0.006
C -0.164 -0.073 0.091
O -0.008 0.091 0.001
C 0.053 -0.114 0.053
C -0.042 0.178 -0.219
N 0.018 -0.054 -0.278
H 0.024 0.009 -0.042
C 0.106 0.061 0.125
H -0.050 -0.010 0.023
H 0.044 0.045 -0.003
H 0.000 0.005 0.016
H 0.007 -0.005 -0.011
H -0.029 0.007 0.009
H -0.033 0.011 0.009
H -0.027 -0.006 -0.013
H -0.018 -0.042 0.004
C 0.034 -0.236 -0.035
C -0.027 0.016 -0.080
H 0.027 0.013 0.002
H 0.020 -0.038 0.020
H -0.011 0.010 -0.038
H -0.012 0.019 -0.003
N -0.020 -0.081 -0.032
O -0.045 -0.302 -0.202
H 0.000 0.005 0.004
H 0.017 -0.002 0.018
H 0.030 -0.017 -0.067
C 0.145 0.129 0.004
H 0.004 -0.002 -0.014
C 0.030 0.061 0.020
N -0.081 0.074 -0.046
H 0.003 -0.023 -0.002
H -0.029 0.020 -0.002
N -0.324 -0.507 0.244
H 0.021 -0.023 0.022
C 0.210 -0.185 0.004
C -0.042 0.000 0.124
C -0.104 -0.060 -0.086
H -0.020 -0.043 -0.008
C -0.016 -0.018 -0.119
C -0.010 -0.243 0.026

Summary:
Net charge: +3
<S²>: 6.10
Energy relative to the best compared isomer or geometry (same formula, charge and spin) (eV): 0.6005
Spin multiplicity: 5
Frontier orbital gap (alpha / beta) (eV): 8.87 / 5.92


# 2
Molecular formula: C22H37AsN3PtSSi2
Method: DFT, the ωB97M-V functional and the def2-TZVPD basis

Each line ends with the natural charge from an NBO analysis.
Positions of all 67 atoms, in Å:
C  -0.974  5.066  2.577  -0.195
H  4.527  1.775  -1.423  0.246
H  0.908  -4.446  -0.439  0.245
C  2.064  2.666  0.244  -1.108
H  4.219  0.158  -2.024  0.236
H  -0.653  3.439  3.930  0.223
C  2.190  -0.163  2.161  -0.274
C  1.933  -0.265  3.513  -0.128
N  -0.056  -0.814  1.682  -0.522
H  2.598  3.512  -0.179  0.245
C  1.275  -2.024  -2.821  -1.123
H  -1.342  6.527  1.039  0.229
H  -1.827  2.981  -2.479  0.223
H  -2.364  -4.518  -2.048  0.248
C  -5.103  -2.920  -0.992  -0.954
H  -5.197  -4.005  -0.988  0.247
C  3.450  -2.585  -0.606  -1.112
H  -1.813  -2.679  1.296  0.267
C  -2.742  -3.131  0.947  -0.948
H  0.437  -0.758  4.987  0.234
H  0.404  -1.409  -3.039  0.237
C  -1.461  4.488  0.343  0.083
H  -0.800  5.804  3.344  0.228
C  1.367  1.549  -2.616  -1.107
As  -3.226  -2.448  -0.824  1.424
Si  2.177  1.157  -0.928  1.662
Pt  -0.779  0.175  -0.437  0.860
H  -5.500  -2.522  -1.928  0.258
C  4.035  0.833  -1.196  -1.113
H  -5.673  -2.503  -0.159  0.255
C  -1.275  5.479  1.295  -0.221
H  0.286  1.396  -2.606  0.222
H  -3.020  -3.296  -3.160  0.256
H  4.146  -2.039  -1.232  0.240
C  1.166  -0.439  1.252  0.208
C  -1.339  3.119  0.664  0.151
H  -0.465  -3.359  -0.342  0.203
H  -1.839  5.351  -1.564  0.437
H  3.725  -2.399  0.429  0.237
H  -1.389  -3.093  -2.486  0.259
C  -1.070  2.720  1.970  -0.229
C  -2.395  -3.457  -2.280  -0.948
C  1.260  -0.365  -0.207  -1.226
H  -1.292  -1.227  3.274  0.201
Si  1.636  -2.095  -0.949  1.684
H  1.782  0.912  -3.389  0.244
C  -1.685  3.243  -1.449  0.250
H  -3.552  -2.878  1.633  0.253
H  2.119  -1.595  -3.348  0.245
N  -1.481  2.382  -0.488  -0.552
C  0.591  -3.462  -0.109  -1.100
H  3.609  -3.643  -0.797  0.246
H  2.516  2.459  1.209  0.239
H  0.703  -3.434  0.970  0.239
H  -0.990  1.673  2.218  0.223
C  0.669  -0.657  3.940  -0.272
H  -2.636  -4.215  0.896  0.253
H  1.110  -3.013  -3.237  0.242
S  -3.060  -0.367  -1.172  -0.571
C  -0.294  -0.919  2.981  0.051
C  -0.885  3.709  2.911  -0.197
H  3.162  0.124  1.796  0.231
H  2.702  -0.049  4.239  0.231
H  1.558  2.579  -2.902  0.242
N  -1.700  4.520  -1.010  -0.506
H  1.044  2.982  0.428  0.230
H  4.508  0.415  -0.315  0.234

Cartesian forces, eV/Å:
C -0.055 0.100 -0.125
H 0.097 0.186 -0.047
H 0.151 -0.150 -0.177
C -0.090 -0.673 -0.390
H 0.012 -0.158 -0.182
H -0.002 -0.036 0.067
C -0.155 -0.026 0.061
C -0.103 -0.053 -0.012
N 0.064 0.087 -0.410
H 0.152 0.096 -0.220
C 0.144 -0.046 0.724
H -0.005 0.048 0.036
H -0.046 -0.031 -0.234
H -0.021 -0.070 0.101
C 0.092 0.119 0.020
H 0.024 -0.015 0.005
C -0.651 0.289 -0.211
H -0.067 0.003 -0.155
C 0.002 0.271 -0.203
H -0.039 -0.033 0.116
H -0.149 0.083 0.021
C 0.187 -0.678 0.617
H -0.017 0.091 0.065
C 0.236 -0.112 0.598
As -0.397 -0.813 -0.123
Si 0.191 0.221 -0.194
Pt -0.383 0.148 -0.018
H 0.134 -0.019 0.080
C -0.723 0.133 0.021
H 0.149 0.002 -0.061
C 0.003 0.166 0.015
H 0.005 -0.005 0.007
H 0.010 0.050 0.107
H 0.128 0.159 -0.130
C 0.296 -0.246 0.608
C -0.154 0.926 0.356
H -0.044 0.012 0.002
H 0.006 -0.176 -0.071
H -0.017 0.044 0.218
H -0.077 0.050 0.114
C -0.026 0.033 -0.077
C -0.030 0.221 0.246
C -0.085 0.143 -0.719
H -0.051 0.031 -0.023
Si 0.067 -0.224 -0.128
H 0.076 -0.155 -0.173
C -0.105 -0.045 -0.256
H 0.019 0.036 -0.171
H 0.210 0.131 -0.137
N 0.135 -0.830 -0.126
C 0.219 0.661 -0.354
H -0.085 -0.202 -0.041
H 0.087 -0.072 0.171
H 0.016 0.056 0.230
H 0.029 -0.097 0.046
C -0.068 -0.015 -0.149
H 0.003 0.047 -0.085
H -0.009 -0.237 -0.040
S 0.397 0.369 0.163
C -0.042 0.087 0.568
C 0.015 -0.119 0.046
H 0.145 0.062 -0.041
H 0.105 0.007 0.031
H 0.069 0.223 -0.034
N 0.016 0.015 -0.159
H -0.095 0.011 -0.002
H 0.102 -0.083 0.222

Summary:
Net charge: +1
<S²>: 2.01
Energy relative to the best compared isomer or geometry (same formula, charge and spin) (eV): 0.6115
Spin multiplicity: 3
Frontier orbital gap (alpha / beta) (eV): 8.43 / 7.24


# 3
Molecular formula: C22H37F16N3O22PS6
Method: DFT, the ωB97M-V functional and the def2-TZVPD basis

Each line ends with the Löwdin charge.
Positions of all 107 atoms, in Å:
F  -2.776  2.885  0.699  0.155
H  -6.169  -3.564  -5.830  0.108
O  -6.143  -3.820  -0.600  -0.189
H  -5.753  -2.374  -8.200  0.137
C  -4.707  -0.272  -2.012  -0.159
C  -1.094  -0.948  5.019  -0.162
C  0.960  0.628  0.692  -0.402
H  2.790  4.522  -3.298  0.133
O  5.048  -2.351  5.709  -0.231
H  0.614  -1.132  3.700  0.123
F  0.761  3.444  0.512  0.135
C  -1.694  3.656  0.575  -0.423
C  3.522  3.909  -2.754  -0.156
C  4.318  -4.904  7.683  -0.160
C  1.685  0.522  -0.674  -0.042
H  -5.179  0.352  -1.257  0.146
N  5.606  1.900  1.853  -0.141
F  -1.827  5.293  -2.482  -0.107
C  5.551  4.676  0.307  -0.126
O  -6.535  -2.183  -2.396  -0.227
S  -7.134  -2.712  -1.218  0.641
C  -0.387  2.870  0.928  -0.328
H  -1.775  -1.079  4.181  0.134
F  6.264  6.189  2.303  0.189
H  4.703  5.638  -2.204  0.153
C  5.570  -5.522  7.096  -0.163
C  -6.582  -3.005  -7.889  -0.162
F  1.736  1.139  1.676  0.122
S  -4.737  -0.779  -4.430  0.618
F  -0.737  3.490  -1.772  -0.132
H  -7.409  -2.376  -7.554  0.137
C  -7.908  -5.064  -1.484  -0.157
C  5.118  2.523  -0.987  -0.308
H  5.371  -6.459  6.581  0.136
C  -3.485  0.381  -2.624  -0.166
H  2.770  1.978  -2.696  0.123
O  -9.057  -5.127  -8.468  -0.216
O  -4.658  -2.184  -4.622  -0.221
S  0.513  -2.173  6.463  0.609
C  -0.443  1.319  0.611  -0.330
C  3.570  2.303  -0.890  -0.349
O  1.151  -0.931  5.668  -0.182
F  -3.002  3.647  -1.542  -0.141
H  -3.656  1.443  -2.812  0.125
H  1.135  1.116  -1.417  0.117
H  5.219  5.720  0.176  0.151
H  6.332  -5.684  7.862  0.134
H  1.598  -0.521  -1.014  0.143
H  5.406  2.143  -1.984  0.136
H  -6.205  -5.893  -0.412  0.137
C  4.258  4.762  -1.709  -0.082
C  3.197  0.837  -0.587  -0.149
H  -8.756  -5.699  -1.239  0.139
O  1.208  -3.352  6.095  -0.219
O  6.914  4.731  0.696  0.065
H  6.470  1.885  2.397  0.044
H  3.199  2.905  -0.033  0.136
O  -7.042  -3.805  -8.985  -0.187
S  5.711  -3.071  6.737  0.602
O  0.328  -1.785  7.812  -0.205
H  3.601  0.470  0.366  0.093
H  3.473  -4.987  6.997  0.126
S  -1.737  4.531  -1.096  0.811
F  8.343  5.704  1.997  0.189
C  7.102  5.202  1.965  -0.694
F  7.045  4.252  2.904  0.176
O  -5.593  -0.490  -3.110  -0.249
F  0.689  -0.666  1.069  0.097
F  -0.310  2.911  2.286  0.141
H  7.986  2.329  0.878  0.050
O  -7.588  -1.874  -0.167  -0.206
H  -7.341  -4.977  0.604  0.135
O  6.063  -4.537  6.180  -0.189
O  4.634  -3.516  7.838  -0.184
C  -6.872  -5.036  -0.381  -0.162
H  4.875  4.262  1.073  0.154
O  -3.308  -0.274  -3.881  -0.180
H  -7.473  -5.390  -2.431  0.136
F  -1.164  0.788  1.636  0.132
O  -0.920  -2.181  5.727  -0.182
O  7.693  1.948  0.033  -0.273
H  4.993  1.175  2.218  0.045
F  -1.847  4.602  1.516  0.139
S  -7.642  -5.193  -8.438  0.606
O  -7.161  -5.042  -6.910  -0.191
C  -6.179  -4.000  -6.824  -0.172
P  6.103  1.483  0.232  0.914
O  -6.920  -6.255  -9.038  -0.219
C  0.303  -0.564  4.580  -0.179
H  4.050  -5.343  8.641  0.139
F  -0.580  5.535  -0.668  -0.124
H  -5.201  -4.438  -7.038  0.137
H  -4.461  -1.244  -1.578  0.131
O  -8.329  -3.702  -1.629  -0.175
N  2.854  2.782  -2.078  -0.014
H  6.225  4.168  -1.592  0.200
H  -2.601  0.261  -2.007  0.111
H  3.693  0.213  -1.356  0.131
F  -2.795  5.577  -0.492  -0.127
H  -1.509  -0.213  5.712  0.137
H  3.503  5.088  -0.977  0.146
F  -1.118  1.027  -0.513  0.142
H  4.212  3.507  -3.525  0.130
N  5.386  4.024  -1.019  -0.034
O  6.849  -2.558  7.410  -0.217
O  -5.171  0.100  -5.454  -0.210
H  0.396  0.501  4.373  0.130

Cartesian forces, eV/Å:
F 0.598 -0.453 -0.288
H -0.177 -0.158 0.032
O -0.102 0.136 -0.437
H -0.027 -0.122 -0.203
C 0.217 -0.295 0.259
C -0.137 0.454 0.257
C 0.063 -1.558 -1.465
H 0.192 -0.006 0.359
O 0.252 0.193 -0.118
H -0.062 0.032 -0.023
F -0.510 -0.055 -0.696
C -0.364 0.747 0.940
C 0.506 -0.860 -0.130
C -0.427 -0.324 -0.351
C 0.092 0.255 0.237
H -0.211 0.000 -0.173
N 0.906 0.694 -0.955
F 0.224 -0.355 0.309
C -0.502 1.751 0.548
O -1.403 -2.162 1.521
S -0.301 -0.908 -0.194
C 0.184 -0.832 1.222
H 0.019 -0.271 0.066
F -0.199 -0.532 -0.281
H -0.205 -0.182 0.360
C 0.227 -0.160 0.520
C -0.251 0.346 0.320
F -0.406 0.387 -0.160
S -0.143 0.419 0.814
F 0.035 0.202 0.506
H 0.039 0.009 0.021
C 0.263 -0.368 -0.346
C -0.227 0.127 0.278
H 0.055 0.150 -0.229
C -0.210 0.555 0.101
H -0.079 0.363 -0.275
O -0.064 -0.225 -0.009
O 0.129 0.011 -0.378
S -0.211 0.248 -0.273
C -0.118 0.254 1.614
C -0.137 0.471 1.296
O -0.299 -0.017 0.311
F 0.933 -0.100 -0.174
H 0.000 -0.009 0.043
H 0.433 0.035 0.218
H 0.186 -0.371 -0.124
H -0.038 -0.034 0.003
H -0.179 0.321 0.349
H 0.242 0.132 0.456
H 0.186 0.186 -0.084
C -0.789 0.369 -1.261
C 0.076 -0.279 -1.006
H -0.126 0.227 0.004
O -0.047 -0.157 0.209
O -0.807 -0.689 -0.017
H -0.443 0.164 0.405
H 0.296 -0.204 -0.218
O 0.146 -0.420 0.162
S -0.269 -0.666 0.277
O 0.205 -0.142 0.116
H -0.145 0.320 -0.272
H 0.003 0.000 0.026
S -2.377 1.561 -0.883
F -0.446 -0.291 -0.133
C 1.660 0.943 0.588
F -0.391 0.039 -0.420
O 1.880 2.654 -1.595
F 0.005 0.392 0.141
F -0.092 0.124 -0.362
H 0.467 0.223 -0.469
O 0.064 0.291 -0.143
H -0.009 -0.047 -0.023
O -0.412 0.306 -0.087
O 0.502 0.049 -0.108
C -0.366 -0.136 0.432
H 0.458 -0.540 -0.458
O -0.162 -0.400 -0.002
H -0.007 -0.022 0.027
F -0.081 0.131 -0.368
O 0.486 -0.062 -0.227
O -1.433 0.525 1.091
H 0.192 -0.045 -0.059
F 0.599 0.071 -0.434
S 0.326 0.369 0.236
O -0.370 0.242 -0.301
C 0.518 -0.028 -0.054
P -0.110 -2.565 -0.749
O -0.158 -0.075 -0.174
C -0.024 -0.140 -0.588
H 0.071 0.243 0.094
F 0.324 -0.897 0.018
H 0.012 0.065 0.016
H 0.034 0.040 0.027
O 0.227 0.234 0.458
N 0.376 -0.288 0.213
H 0.077 0.048 0.396
H 0.063 -0.192 -0.197
H -0.145 0.207 0.292
F 0.449 -0.395 -0.169
H 0.005 0.023 -0.050
H 0.510 -0.126 0.002
F 0.687 0.185 -0.092
H 0.002 0.503 0.291
N -0.489 0.049 -0.062
O -0.031 0.331 -0.095
O -0.094 -0.246 -0.230
H 0.113 0.001 0.189

Summary:
Net charge: +1
Frontier orbital gap (eV): 8.91


Question: What is the net charge in the second record?
Answer: +1